Entry 1:
{
  "formula": "C5H6LaO4",
  "method": "ωB97M-V with the def2-TZVPD basis set",
  "species": ["O", "C", "C", "O", "La", "H", "H", "C", "C", "O", "C", "O", "H", "H", "H", "H"],
  "xyz": [[1.8161, -0.1165, 1.0417], [1.4596, -1.3155, 0.7205], [0.5074, -1.6491, -0.1932], [-0.2125, -0.6031, -0.7629], [2.0437, 2.1294, 0.5623], [2.0352, -2.1496, 1.1418], [0.2187, -2.6593, -0.4655], [-3.0826, -0.2771, 2.8129], [-2.9074, -0.1761, 1.5078], [-1.6003, -0.3233, 1.0086], [-1.2539, 0.0205, -0.1729], [-1.9530, 0.8819, -0.8153], [-2.2515, -0.4632, 3.4921], [-3.6700, -0.0003, 0.7533], [-4.0863, -0.1509, 3.2147], [-2.0167, 0.6970, -1.7659]],
  "forces_ev_per_a": [[0.5, 6.1, -0.5], [-0.9, -3.7, -1.7], [1.1, 0.1, 2.3], [-1.9, 2.6, -0.3], [0.3, -3.4, 1.0], [-0.1, 0.4, 0.1], [0.0, 0.2, -0.1], [0.2, 0.1, -0.3], [-1.7, 0.6, 0.9], [2.1, -0.1, -1.4], [0.1, -2.9, 0.8], [0.2, 0.0, -0.1], [-0.3, 0.0, -0.1], [0.3, 0.0, 0.1], [0.2, -0.2, -0.1], [0.1, 0.2, -0.6]],
  "mulliken_charge": [-0.67, 0.09, -0.29, -0.31, 2.34, 0.40, 0.44, -0.69, 0.12, -0.13, 0.66, -0.31, 0.26, 0.37, 0.31, 0.41],
  "lumo_ev": -14.430,
  "mol_weight_g_mol": 269.00,
  "total_charge": 3,
  "largest_force_ha_per_bohr": 0.11960
}

***

Entry 2:
{
  "formula": "C25H78N18O12",
  "method": "ωB97M-V with the def2-TZVPD basis set",
  "species": ["C", "O", "C", "C", "C", "N", "H", "H", "H", "H", "H", "H", "H", "H", "H", "H", "H", "C", "O", "C", "C", "C", "N", "H", "H", "H", "H", "H", "H", "H", "H", "H", "H", "H", "C", "O", "C", "C", "C", "N", "H", "H", "H", "H", "H", "H", "H", "H", "H", "H", "H", "C", "O", "C", "C", "C", "N", "H", "H", "H", "H", "H", "H", "H", "H", "H", "H", "H", "N", "C", "N", "O", "H", "H", "H", "H", "N", "C", "N", "O", "H", "H", "H", "H", "N", "C", "N", "O", "H", "H", "H", "H", "N", "C", "N", "O", "H", "H", "H", "H", "N", "C", "N", "O", "H", "H", "H", "H", "N", "C", "N", "O", "H", "H", "H", "H", "N", "C", "N", "O", "H", "H", "H", "H", "C", "C", "O", "H", "H", "H", "H", "H", "H"],
  "xyz": [[-0.6299, -0.5122, -3.6266], [-1.6422, -0.2944, -4.5485], [-1.9864, 1.0438, -4.7466], [-1.2451, 1.6030, -5.9281], [-1.7240, 2.9927, -6.4671], [-1.2878, 0.7095, -7.0376], [-0.3261, -1.5381, -3.8344], [-0.9058, -0.6603, -2.5825], [0.1998, 0.1682, -3.8184], [-3.0308, 0.9266, -5.0360], [-2.0755, 1.6768, -3.8637], [-0.2490, 1.5595, -5.4876], [-2.6239, 2.9294, -7.0790], [-0.8803, 3.5497, -6.8746], [-1.9224, 3.7106, -5.6712], [-1.2257, -0.1760, -6.5558], [-0.3977, 0.6987, -7.5147], [2.7761, -2.3072, 0.3552], [3.5084, -2.1293, -0.8767], [2.9218, -1.2479, -1.8602], [3.2431, -1.6939, -3.3289], [3.3173, -3.2193, -3.5996], [4.5588, -1.0602, -3.6749], [1.9763, -3.0241, 0.1693], [2.2966, -1.3872, 0.6895], [3.4167, -2.7195, 1.1348], [1.8436, -1.1576, -1.7283], [3.2657, -0.2647, -1.5389], [2.5582, -1.2132, -4.0274], [2.9136, -3.4367, -4.5884], [2.6509, -3.8122, -2.9732], [4.3253, -3.4715, -3.2703], [5.1767, -1.4059, -2.9545], [5.1003, -1.4997, -4.4055], [-0.5699, -1.6440, 1.3592], [-0.1363, -0.7408, 0.3618], [0.0115, 0.6189, 0.8291], [0.3129, 1.4306, -0.4407], [1.1347, 2.6698, -0.0956], [-0.9965, 1.8618, -1.0206], [-1.6287, -1.7998, 1.5655], [0.1305, -1.6371, 2.1944], [-0.3042, -2.5817, 0.8711], [-0.6591, 1.0197, 1.5891], [0.9232, 0.5262, 1.4193], [0.8593, 0.9074, -1.2255], [2.0331, 2.3189, 0.4121], [0.6136, 3.2325, 0.6790], [1.3871, 3.2199, -1.0022], [-0.7421, 2.2785, -1.9048], [-1.2740, 2.6717, -0.4847], [6.6594, -2.0085, 5.9933], [5.2433, -1.9024, 5.9606], [4.5705, -3.1399, 6.0463], [3.0219, -3.1403, 5.7303], [2.6205, -2.2076, 4.6208], [2.4478, -2.7715, 6.9701], [7.0508, -2.6220, 5.1818], [7.0143, -2.3579, 6.9629], [7.0520, -0.9917, 5.9837], [5.1626, -3.8691, 5.4934], [4.7066, -3.5754, 7.0362], [2.8205, -4.2046, 5.6085], [3.4370, -2.1359, 3.9023], [2.2843, -1.2443, 5.0043], [1.8417, -2.6827, 4.0244], [3.0547, -2.6857, 7.7729], [1.8887, -1.9329, 6.9052], [1.3635, 5.1319, -4.0188], [0.3899, 4.3217, -3.7126], [-0.7839, 4.9120, -3.6027], [0.5770, 3.1252, -3.4241], [1.0721, 6.0986, -4.0443], [2.3257, 4.8250, -4.0126], [-1.4659, 4.5062, -2.9780], [-0.8220, 5.7522, -4.1619], [5.3209, 1.9305, -3.3753], [4.3296, 2.7977, -3.4000], [3.1904, 2.1692, -3.3628], [4.5142, 4.0357, -3.3292], [6.2707, 2.2613, -3.2826], [5.1515, 0.9461, -3.2256], [3.3053, 1.1996, -3.6213], [2.2583, 2.5422, -3.2526], [-1.9135, -4.8660, 5.2627], [-0.8594, -4.2248, 5.0880], [-0.2073, -4.0563, 6.2140], [-0.3791, -3.9499, 4.0044], [-2.2108, -5.0010, 6.2184], [-2.3880, -5.1887, 4.4316], [-0.4997, -4.5812, 7.0258], [0.7679, -3.8220, 6.0951], [-1.6984, -1.0268, 4.1417], [-2.9832, -0.8551, 4.1868], [-3.2510, 0.3470, 4.5985], [-3.7614, -1.7153, 3.8079], [-1.1635, -0.1796, 4.2693], [-1.2499, -1.9312, 4.1741], [-4.2014, 0.6654, 4.4747], [-2.4882, 0.9674, 4.8295], [-3.2344, -1.5790, -0.8542], [-4.0092, -0.7179, -1.3946], [-3.4173, 0.3460, -1.8338], [-5.1890, -0.8953, -1.5963], [-3.5115, -2.3795, -0.3042], [-2.2756, -1.2620, -0.8385], [-4.1794, 0.8729, -2.2360], [-2.6873, 0.6726, -1.2170], [-2.7591, 3.4466, 3.2180], [-2.9191, 3.5327, 1.9193], [-3.8864, 2.7374, 1.4875], [-2.2607, 4.2489, 1.1656], [-3.4202, 2.9950, 3.8337], [-2.2271, 4.1416, 3.7220], [-4.3306, 2.1144, 2.1467], [-3.9959, 2.7732, 0.4841], [-3.5202, -3.6648, 1.8123], [-2.9155, -4.6328, 1.2315], [-1.8159, -4.9833, 1.7830], [-3.3792, -5.2161, 0.2915], [-3.0222, -3.1589, 2.5307], [-4.3597, -3.3730, 1.3324], [-1.3666, -5.8019, 1.3982], [-1.3591, -4.4451, 2.5053], [-4.6779, 4.7391, -3.1315], [-4.3043, 4.8642, -1.6661], [-2.9583, 4.5828, -1.5211], [-4.2869, 5.4439, -3.8654], [-5.7612, 4.8139, -3.2271], [-4.2119, 3.8315, -3.5151], [-4.7193, 4.0983, -1.0111], [-4.6714, 5.7922, -1.2277], [-2.7465, 4.7078, -0.5931]],
  "forces_ev_per_a": [[0.8, -1.7, -0.3], [-0.1, -0.1, 0.7], [-3.1, 0.0, -1.1], [0.6, 2.0, 0.4], [0.9, 0.2, 2.0], [-0.1, -1.7, -0.4], [0.7, -0.1, -0.3], [-0.4, 1.2, 0.2], [0.2, 0.1, 0.5], [-0.5, 0.3, -0.2], [0.9, 0.0, 0.2], [0.7, 1.2, -0.4], [0.4, -0.2, -0.3], [0.0, -0.5, -1.1], [-0.5, -0.3, 0.6], [-0.5, -0.9, -0.3], [0.1, 0.5, -0.4], [-0.3, 0.0, -1.2], [0.0, -0.3, 0.1], [-0.3, -0.7, 0.6], [0.9, 0.5, 0.0], [-1.1, 0.8, 1.3], [0.5, -0.2, 1.0], [-0.2, -0.1, 0.1], [0.2, 0.2, 0.1], [0.3, 0.2, -0.3], [-0.3, -0.6, 0.0], [0.4, 0.4, -0.9], [-0.5, -0.1, 0.3], [1.1, -0.1, -0.3], [-0.1, 0.2, 0.4], [0.0, -0.7, -0.9], [0.2, 0.4, 1.1], [-0.9, -0.2, -1.2], [1.6, -1.8, -1.4], [-2.1, 1.1, 0.6], [2.6, -1.5, -1.1], [-1.4, 1.7, 0.7], [0.3, -0.9, 0.7], [0.7, -0.4, 0.2], [-0.1, 1.1, 0.2], [-0.5, 0.4, 0.6], [-0.1, -0.5, 0.1], [-1.1, 0.0, -0.7], [0.6, 0.4, 0.2], [-0.2, -0.7, 0.4], [0.5, 0.2, -0.2], [-0.2, 0.5, -0.3], [-0.1, 0.2, 0.3], [-0.1, 0.0, -0.7], [-0.3, 0.2, 0.4], [-0.4, 0.6, 0.7], [-0.5, 0.3, -0.2], [0.8, -0.8, -0.5], [3.5, 0.2, 1.1], [-0.1, -1.0, -1.2], [-2.2, 0.9, 1.7], [0.0, 0.0, -0.1], [-0.1, -0.6, 0.1], [-0.1, 0.0, -0.6], [-0.3, -0.2, -1.0], [-0.3, 0.2, 0.7], [-0.2, -0.1, -0.9], [0.1, 0.6, 0.2], [0.3, 0.0, -0.2], [-0.5, 0.2, 0.2], [0.1, -0.1, -0.3], [0.0, 0.0, 0.2], [1.5, 1.7, -1.1], [0.4, -2.7, 1.6], [-1.1, 0.6, -0.5], [-0.3, -0.1, 0.1], [1.1, -0.1, 0.0], [0.2, 0.2, 0.0], [-0.6, 0.5, -0.3], [-1.2, 0.0, 0.7], [3.3, -1.2, -0.1], [1.1, 3.5, 1.3], [-2.5, -1.9, -0.4], [-0.7, -0.9, -0.5], [-0.4, 0.1, -0.1], [0.0, 0.0, -0.2], [-0.7, 0.0, 0.1], [-0.2, 0.4, -0.3], [-6.3, -3.0, 0.0], [3.9, 0.4, -0.4], [2.2, 1.3, 2.2], [0.6, 1.5, -2.0], [-0.7, -0.4, -0.7], [-0.6, -0.1, 0.5], [0.5, 0.3, -0.1], [-0.1, 0.1, 0.8], [4.2, -0.3, 0.4], [-0.8, -2.7, -1.4], [-2.4, 3.7, 1.0], [-1.1, -0.1, 0.4], [0.6, -0.8, 0.0], [0.0, 0.1, -0.3], [0.3, 0.2, 0.3], [-0.7, 0.1, 0.0], [3.8, -2.9, 2.5], [-3.5, -1.2, -0.9], [1.0, 2.8, -1.1], [-2.5, -0.5, 0.0], [-0.1, 0.2, -0.5], [0.2, -0.8, 0.4], [0.7, 1.1, 0.0], [0.4, 1.3, -0.7], [1.2, 0.5, 4.2], [0.1, 0.6, -1.8], [-0.8, -0.5, -1.0], [0.2, 0.2, 0.3], [-0.1, 0.0, -0.6], [0.2, 0.0, -0.5], [-0.2, -0.1, -0.9], [-0.5, -0.8, 0.2], [-2.0, 3.5, 1.5], [-1.1, -1.5, -1.8], [4.8, -2.0, 1.9], [-1.2, -1.4, -2.6], [-1.1, 0.5, 0.0], [0.0, 0.5, 0.7], [0.1, 0.3, 0.1], [0.3, -0.2, 0.0], [-0.1, -0.3, 0.0], [-0.8, -0.4, -0.2], [1.8, 0.8, -0.5], [0.3, 0.8, 0.7], [0.0, -0.6, -0.2], [-0.7, -0.6, 0.1], [-1.4, -0.3, -0.5], [0.5, 0.5, -0.1], [0.6, -0.2, 0.6]],
  "mulliken_charge": [0.19, -0.55, -0.45, 1.11, -1.33, -0.88, 0.44, -0.21, -0.05, 0.48, -0.24, -0.07, 0.42, 0.36, 0.16, 0.34, 0.27, -0.33, -0.47, 0.27, 0.07, -1.36, -0.60, 0.32, 0.03, 0.27, -0.17, 0.24, 0.25, 0.34, 0.32, 0.38, 0.25, 0.22, -0.98, -0.13, -0.98, 1.81, -1.70, 0.89, 0.45, 0.22, 0.34, 0.14, 0.52, -0.92, 0.51, 0.37, 0.25, -0.77, -0.03, -0.78, -0.34, -1.47, 0.58, -0.80, -0.66, 0.32, 0.33, 0.25, 0.48, 0.53, 0.36, 0.24, 0.48, 0.08, 0.22, 0.16, -0.36, 0.34, -0.19, -0.26, 0.15, 0.11, -0.01, 0.19, -0.32, 0.68, 0.15, -0.77, 0.22, 0.24, 0.03, -0.08, -0.29, 0.78, -0.46, -0.77, 0.17, 0.28, 0.15, 0.09, -0.02, 0.70, -0.42, -0.73, 0.13, -0.23, 0.26, 0.18, -0.02, 0.52, 0.25, -0.78, -0.08, 0.01, 0.16, -0.10, -0.41, 0.77, -0.23, -0.77, 0.15, 0.24, 0.14, 0.01, -0.10, 0.61, -0.09, -0.76, -0.10, 0.29, 0.19, 0.12, -1.10, -0.08, -0.33, 0.31, 0.39, 0.10, 0.18, 0.32, 0.23],
  "lumo_ev": -0.277,
  "mol_weight_g_mol": 823.01,
  "total_charge": 0,
  "smiles": "COC[C@H](C)N.COC[C@H](C)N.COC[C@H](C)N.COC[C@H](C)N.NC(N)=O.NC(N)=O.NC(N)=O.NC(N)=O.NC(N)=O.NC(N)=O.NC(N)=O.CCO",
  "largest_force_ha_per_bohr": 0.13511
}

***

Let's list energy above the lowest of the compared OMol25 structures with the same formula, charge and spin in order: 14.2, 27.5 kcal/mol.
Let's list frontier orbital gap in order: 5.5, 8.2 eV.